(1)
Formula: C4H4N2O
Source: OMol25
Level of theory: wB97M-V/def2-TZVPD

## Properties
electronic energy	-9236.2443	eV
LUMO energy	-0.1	eV
energy above the lowest of the compared OMol25 structures with the same formula, charge and spin	409.4	kJ/mol
highest occupied orbital energy	-8.8	eV

CARTESIAN COORDINATES (ANGSTROEM)
O1 -0.08 2.24 -1.16
C1 0.06 1.15 -0.64
C2 -0.90 0.55 0.31
C3 -0.77 -0.73 0.90
N1 0.37 -1.38 0.51
C4 1.29 -0.83 -0.37
N2 1.18 0.32 -0.92
H1 -1.58 1.44 0.91
H2 -2.06 1.04 0.15
H3 0.57 -2.31 0.88
H4 2.16 -1.46 -0.60

---

(2)
Formula: C5H15NO
Source: OMol25
Level of theory: wB97M-V/def2-TZVPD

## Properties
electronic energy	-8964.9768	eV
LUMO energy	0.8	eV
energy above the lowest of the compared OMol25 structures with the same formula, charge and spin	133.3	kJ/mol
SMILES string	CCCN(C)C.O
highest occupied orbital energy	-8.6	eV

CARTESIAN COORDINATES (ANGSTROEM)
C1 0.96 0.01 2.38
C2 -0.12 0.64 1.51
C3 0.38 0.79 0.06
N1 0.97 -0.44 -0.44
C4 -0.02 -1.56 -0.50
C5 1.55 -0.26 -1.78
H1 1.10 -1.13 2.15
H2 1.94 0.43 2.23
H3 0.67 0.04 3.47
H4 -0.44 1.65 1.86
H5 -1.05 -0.02 1.55
H6 1.14 1.58 0.06
H7 -0.51 1.12 -0.56
H8 0.51 -2.57 -0.77
H9 -0.84 -1.36 -1.26
H10 -0.50 -1.74 0.47
H11 2.31 0.57 -1.73
H12 2.01 -1.26 -2.06
H13 0.82 0.00 -2.51
O1 -3.03 0.92 -1.02
H14 -2.51 0.38 -0.36
H15 -3.69 0.33 -1.26

---

(3)
Formula: C12H23GaI2NO6
Source: OMol25
Level of theory: wB97M-V/def2-TZVPD

## Properties
electronic energy	-95168.1551	eV
LUMO energy	2.1	eV
net charge	-1
highest occupied orbital energy	-5.2	eV

CARTESIAN COORDINATES (ANGSTROEM)
C1 0.92 1.25 -3.14
C2 1.25 2.80 -3.05
N1 2.16 3.17 -2.16
C3 0.52 3.90 -3.93
Ga1 -1.36 3.38 -4.59
C4 -2.65 3.52 -2.94
I1 -2.07 4.79 -1.24
C5 -3.88 2.82 -2.91
C6 -4.28 1.93 -4.18
I2 -5.21 3.03 -1.16
H1 1.66 0.63 -2.51
H2 1.00 0.82 -4.19
H3 -0.11 1.04 -2.68
H4 2.53 2.34 -1.67
H5 0.42 4.83 -3.27
H6 1.24 4.18 -4.77
H7 -1.84 4.58 -5.58
H8 -1.45 1.97 -5.33
H9 -3.59 1.01 -4.13
H10 -5.34 1.52 -4.11
H11 -4.06 2.43 -5.17
C7 1.82 0.75 0.83
O1 1.98 -0.49 0.14
C8 2.35 -1.51 0.92
O2 2.55 -1.46 2.11
O3 2.47 -2.60 0.15
C9 2.86 -3.78 0.86
H12 1.52 1.50 0.10
H13 1.03 0.67 1.59
H14 2.76 1.07 1.29
H15 2.12 -4.04 1.62
H16 3.84 -3.64 1.31
H17 2.92 -4.59 0.14
C10 -0.78 -3.86 7.31
O4 -0.78 -4.16 5.91
C11 -0.34 -3.15 5.14
O5 0.03 -2.07 5.52
O6 -0.39 -3.56 3.86
C12 0.05 -2.58 2.92
H18 -1.15 -4.74 7.84
H19 0.23 -3.64 7.66
H20 -1.45 -3.02 7.52
H21 1.10 -2.32 3.09
H22 -0.58 -1.70 2.95
H23 -0.03 -3.02 1.92

---

(4)
Formula: C3H9NO2S2
Source: OMol25
Level of theory: wB97M-V/def2-TZVPD

## Properties
electronic energy	-30508.2614	eV
LUMO energy	-0.2	eV
energy above the lowest of the compared OMol25 structures with the same formula, charge and spin	492.3	kJ/mol
highest occupied orbital energy	-7.3	eV

CARTESIAN COORDINATES (ANGSTROEM)
C1 -1.91 -0.91 -0.02
C2 1.16 0.06 1.17
C3 -1.07 0.36 -0.26
N1 -0.44 0.73 -1.37
O1 2.11 1.65 -0.62
O2 1.74 -0.65 -1.02
S1 4.31 -0.25 0.30
S2 2.43 0.41 0.03
H1 -1.23 -1.83 -0.07
H2 -2.75 -1.00 -0.69
H3 -2.28 -0.88 1.02
H4 1.11 0.66 2.07
H5 1.17 -1.01 1.23
H6 -0.74 1.07 0.49
H7 -0.38 0.11 -2.09
H8 2.24 -1.47 -0.87
H9 0.15 1.49 -1.27

---

(5)
Formula: C10H66BN4O32S
Source: OMol25
Level of theory: wB97M-V/def2-TZVPD

## Properties
electronic energy	-94417.0337	eV
LUMO energy	-5.4	eV
net charge	+1
highest occupied orbital energy	-12.0	eV

CARTESIAN COORDINATES (ANGSTROEM)
C1 2.79 -1.72 1.32
N1 2.47 -0.34 0.81
C2 3.67 0.35 0.23
B1 1.41 -0.56 -0.24
O1 1.63 -0.21 -1.63
C3 -0.01 -1.16 0.34
C4 -0.76 -0.38 1.48
C5 -0.25 1.03 2.12
O2 -1.47 1.82 2.29
O3 -1.97 1.97 1.02
N2 -1.96 -0.93 2.01
N3 -2.38 -2.07 1.51
O4 -3.53 -2.54 2.13
C6 -3.00 -3.34 3.22
N4 -2.62 -4.15 4.03
C7 -1.92 -2.94 0.47
S1 -2.78 -4.53 -0.01
C8 -0.57 -2.49 -0.25
C9 0.08 -3.33 -1.44
C10 -0.69 -2.85 -2.80
O5 -0.14 -1.95 -3.49
O6 -1.95 -3.42 -3.18
H1 2.17 -1.86 2.30
H2 2.39 -2.55 0.60
H3 3.91 -1.92 1.46
H4 4.46 0.39 1.08
H5 4.11 -0.13 -0.70
H6 3.40 1.46 0.03
H7 2.25 -0.86 -2.05
H8 0.28 0.87 3.12
H9 0.41 1.63 1.40
H10 -2.96 1.96 1.09
H11 -4.13 -4.22 -0.11
H12 -0.10 -4.47 -1.37
H13 1.22 -3.19 -1.53
H14 -2.60 -2.69 -3.40
O7 -5.00 2.42 1.98
H15 -5.27 3.20 1.49
H16 -4.61 2.77 2.80
O8 3.27 3.26 -1.33
H17 2.34 3.36 -1.58
H18 3.60 4.17 -1.28
O9 -4.89 -1.38 -0.14
H19 -5.16 -0.59 -0.64
H20 -4.52 -1.03 0.67
O10 3.97 3.44 1.46
H21 3.97 3.15 0.53
H22 4.90 3.57 1.66
O11 -4.57 -2.84 -3.59
H23 -5.40 -2.63 -4.04
H24 -4.65 -3.79 -3.39
O12 -0.65 -3.43 -6.05
H25 -0.43 -3.15 -5.15
H26 0.18 -3.77 -6.40
O13 3.56 3.21 4.38
H27 3.56 2.93 3.45
H28 4.49 3.34 4.58
O14 -4.95 2.78 5.07
H29 -4.99 2.00 5.64
H30 -4.01 3.01 5.04
O15 1.16 4.76 1.53
H31 2.12 4.61 1.62
H32 1.04 5.68 1.80
O16 5.09 6.17 2.08
H33 4.45 6.87 1.89
H34 4.65 5.36 1.79
O17 0.33 2.28 -1.18
H35 -0.49 2.50 -1.63
H36 0.24 1.34 -0.97
O18 2.99 -3.69 -2.97
H37 3.59 -4.32 -3.38
H38 2.50 -3.31 -3.72
O19 5.03 6.30 4.93
H39 5.03 6.02 4.00
H40 5.96 6.43 5.14
O20 5.95 2.54 -1.58
H41 5.28 2.05 -2.09
H42 6.65 2.71 -2.23
O21 0.63 -5.40 4.61
H43 -0.19 -5.18 4.15
H44 0.53 -6.34 4.82
O22 -4.28 5.70 5.75
H45 -4.92 6.40 5.56
H46 -4.74 4.89 5.47
O23 -7.37 0.08 -1.11
H47 -8.19 0.30 -1.57
H48 -7.46 -0.86 -0.90
O24 -4.24 -5.32 -4.55
H49 -4.24 -5.61 -5.47
H50 -3.30 -5.20 -4.34
O25 1.39 -7.75 6.81
H51 2.33 -7.91 6.91
H52 1.28 -6.83 7.07
O26 -1.04 0.07 -5.47
H53 -1.07 -0.71 -4.90
H54 -0.10 0.31 -5.49
O27 5.47 5.60 -2.05
H55 5.48 5.31 -2.98
H56 6.41 5.73 -1.84
O28 -2.02 0.30 -8.23
H57 -1.72 0.19 -7.32
H58 -1.25 0.08 -8.77
O29 -2.52 3.74 -1.99
H59 -2.78 4.53 -2.48
H60 -2.14 4.08 -1.17
O30 5.26 -0.55 3.33
H61 4.44 -0.34 2.87
H62 5.17 -1.49 3.54
O31 -0.27 -7.13 -0.20
H63 -0.93 -6.43 -0.31
H64 -0.64 -7.88 -0.68
O32 -3.73 1.58 -3.89
H65 -3.52 1.86 -2.99
H66 -2.90 1.23 -4.23

---

(6)
Formula: C6H10
Source: OMol25
Level of theory: wB97M-V/def2-TZVPD

## Properties
electronic energy	-6378.4075	eV
LUMO energy	0.6	eV
energy above the lowest of the compared OMol25 structures with the same formula, charge and spin	526.0	kJ/mol
highest occupied orbital energy	-7.9	eV

CARTESIAN COORDINATES (ANGSTROEM)
C1 -1.02 0.84 -0.89
C2 -0.01 -0.11 -0.26
C3 0.09 0.07 1.27
C4 -0.30 -1.55 -0.66
C5 1.42 0.29 -0.58
C6 1.69 0.89 0.60
H1 -0.86 1.88 -0.56
H2 -2.04 0.55 -0.64
H3 -0.90 0.82 -1.98
H4 0.52 -0.78 1.80
H5 0.71 1.31 1.21
H6 -0.77 0.45 1.85
H7 -1.30 -1.87 -0.34
H8 -0.23 -1.64 -1.75
H9 0.44 -2.25 -0.23
H10 2.59 1.09 1.18